1.
Density functional theory data (the ωB97M-V functional and the def2-TZVPD basis) for 9 unconnected molecules or ions with the total composition C47H80BClF9N10OS in a non-equilibrium geometry.

Atoms and positions in Å:
C -2.645 -4.602 -6.246
N -1.532 -3.780 -6.772
C -1.469 -2.427 -6.196
C -1.022 -2.344 -4.647
Cl -0.155 -3.883 -4.070
C 0.025 -1.148 -4.484
C -0.372 0.085 -3.538
C -0.439 1.418 -4.466
C -0.437 2.778 -3.628
C 0.815 2.978 -2.658
S 0.401 4.472 -1.574
C -1.710 -0.090 -2.675
C -1.309 -0.797 -1.322
F -0.331 -1.819 -1.517
F -2.372 -1.463 -0.654
C -0.603 0.189 -0.252
F 0.809 0.171 -0.377
F -0.953 1.551 -0.479
C -0.957 -0.100 1.268
F -0.183 0.830 2.015
F -2.292 0.224 1.617
C -0.565 -1.532 1.844
F -1.658 -2.418 1.955
F 0.497 -2.160 1.219
F -0.154 -1.322 3.181
N -2.678 -0.810 -3.555
B -4.164 -0.545 -3.213
C -4.849 0.837 -3.744
O -4.898 -1.542 -2.478
C -2.354 -2.259 -3.772
H -3.602 -3.973 -6.371
H -2.833 -5.538 -6.882
H -2.544 -4.916 -5.156
H -0.631 -4.267 -6.776
H -2.541 -2.004 -6.253
H -0.850 -1.787 -6.900
H 0.997 -1.585 -4.060
H 0.338 -0.696 -5.492
H 0.504 0.271 -2.833
H 0.473 1.456 -5.158
H -1.403 1.362 -5.071
H -0.419 3.645 -4.375
H -1.419 2.916 -3.043
H 1.814 3.141 -3.215
H 0.998 2.129 -1.928
H -0.825 4.192 -0.956
H -2.139 0.969 -2.546
H -2.582 -0.362 -4.496
H -5.724 0.528 -4.414
H -5.198 1.403 -2.823
H -4.056 1.435 -4.295
H -4.788 -1.364 -1.516
H -2.285 -2.878 -2.819
H -3.243 -2.701 -4.351
C -3.879 -0.181 4.452
C -3.212 -1.369 5.135
C -4.201 -2.265 5.883
C -4.837 -1.572 7.006
N -5.342 -1.023 7.881
H -4.348 0.487 5.180
H -3.138 0.400 3.900
H -4.645 -0.513 3.746
H -2.441 -1.005 5.820
H -2.704 -1.969 4.374
H -3.668 -3.141 6.263
H -4.966 -2.634 5.193
C 2.635 7.814 -3.787
C 3.754 7.646 -2.767
C 4.770 6.570 -3.160
C 4.175 5.233 -3.198
N 3.701 4.186 -3.231
H 2.037 6.903 -3.879
H 1.964 8.620 -3.480
H 3.036 8.063 -4.772
H 3.320 7.415 -1.789
H 4.280 8.600 -2.665
H 5.588 6.573 -2.435
H 5.208 6.807 -4.133
C -7.313 1.706 6.662
C -7.320 2.175 5.212
C -8.073 3.491 5.008
C -9.503 3.365 5.304
N -10.623 3.265 5.543
H -8.324 1.493 7.019
H -6.728 0.789 6.758
H -6.869 2.461 7.316
H -7.753 1.392 4.582
H -6.284 2.312 4.885
H -7.954 3.811 3.969
H -7.633 4.274 5.633
C -8.322 -1.611 9.438
C -7.660 -2.799 10.124
C -8.652 -3.692 10.871
C -9.290 -2.998 11.993
N -9.795 -2.449 12.868
H -8.792 -0.941 10.162
H -7.578 -1.033 8.887
H -9.087 -1.943 8.730
H -6.890 -2.435 10.811
H -7.151 -3.401 9.365
H -8.121 -4.569 11.254
H -9.415 -4.062 10.181
C 3.719 0.446 0.840
C 4.279 -0.858 1.393
C 5.804 -0.857 1.503
C 6.456 -0.764 0.193
N 6.965 -0.682 -0.835
H 4.062 0.627 -0.182
H 2.630 0.409 0.822
H 4.019 1.295 1.459
H 3.948 -1.690 0.763
H 3.857 -1.025 2.389
H 6.125 -1.781 1.994
H 6.130 -0.031 2.139
C 4.051 -6.533 -4.408
C 3.774 -7.554 -5.505
C 2.837 -7.027 -6.594
C 1.493 -6.743 -6.082
N 0.441 -6.515 -5.675
H 3.138 -6.266 -3.869
H 4.756 -6.943 -3.682
H 4.485 -5.619 -4.823
H 3.357 -8.461 -5.057
H 4.724 -7.834 -5.969
H 2.761 -7.774 -7.389
H 3.259 -6.125 -7.046
C 8.184 1.842 -4.327
C 6.888 1.347 -4.957
C 6.489 2.129 -6.210
C 6.179 3.530 -5.915
N 5.942 4.631 -5.681
H 8.090 2.874 -3.979
H 8.443 1.224 -3.464
H 9.011 1.793 -5.040
H 6.086 1.392 -4.214
H 7.013 0.294 -5.228
H 5.609 1.658 -6.657
H 7.289 2.076 -6.955
C 8.367 3.099 5.639
C 8.599 1.645 5.245
C 7.762 1.206 4.042
C 6.324 1.229 4.327
N 5.196 1.256 4.552
H 7.335 3.268 5.955
H 9.018 3.371 6.472
H 8.586 3.770 4.804
H 8.389 1.001 6.104
H 9.657 1.514 5.000
H 8.051 0.189 3.761
H 7.980 1.847 3.182

The calculation puts the gap between HOMO and LUMO at 7.598 eV. The HOMO energy comes out at -11.1 eV. As for the net charge: +1. The energy above the lowest of the compared OMol25 structures with the same formula, charge and spin comes out at 306.5 kJ/mol. The multiplicity is 1.

2.
Density functional theory data (the ωB97M-V functional and the def2-TZVPD basis) for a gas-phase ion, C6H15N4O (charge +1) in a non-equilibrium geometry.

Atoms and positions in Å:
C -2.871 -1.982 0.917
C -2.501 -0.583 0.369
N -1.379 -0.592 -0.641
C -0.533 0.464 -0.851
C 0.867 0.118 -1.409
C 1.771 0.823 -0.397
N 2.144 2.042 -0.796
N 2.299 0.342 0.729
C 2.599 -1.067 0.958
N -0.609 1.719 -0.721
O -1.763 2.343 -0.171
H -3.378 -1.938 1.836
H -3.586 -2.499 0.248
H -1.991 -2.659 1.026
H -2.247 0.102 1.261
H -3.315 -0.014 -0.091
H -0.770 -1.319 -0.458
H 0.935 -1.000 -1.492
H 1.255 0.597 -2.286
H 1.609 2.402 -1.579
H 2.527 2.712 -0.152
H 2.816 1.060 1.349
H 3.287 -1.213 1.936
H 1.670 -1.592 1.072
H 3.121 -1.423 0.007
H -1.957 3.156 -0.663

The calculation puts the gap between HOMO and LUMO at 9.236 eV. The HOMO energy comes out at -12.5 eV. As for the SMILES: CCN/C(C/C(N)=[NH+]\C)=N\O. As for the net charge: +1. The energy above the lowest of the compared OMol25 structures with the same formula, charge and spin comes out at 205.6 kJ/mol. The multiplicity is 1.

3.
Density functional theory data (the ωB97M-V functional and the def2-TZVPD basis) for 2 unconnected molecules or ions with the total composition C6H18NO in a non-equilibrium geometry.

Atoms and positions in Å:
C -1.312 0.131 -1.491
C 0.142 0.196 -1.084
C 0.570 0.255 0.343
C 0.450 -1.092 1.092
C 0.497 -2.477 0.372
C 1.825 -3.182 0.457
N 0.734 1.540 -1.726
H -1.892 1.004 -1.272
H -1.871 -0.645 -0.971
H -1.389 -0.318 -2.505
H 0.710 -0.524 -1.681
H 0.151 1.068 0.957
H 1.645 0.524 0.414
H 1.226 -1.152 1.859
H -0.420 -1.116 1.744
H 0.151 -2.482 -0.657
H -0.390 -3.004 0.837
H 2.336 -2.875 -0.481
H 2.476 -2.910 1.307
H 1.802 -4.257 0.324
H -0.093 2.117 -1.498
H 0.696 1.436 -2.742
H 1.648 1.846 -1.405
H -3.025 4.403 2.256
H -1.649 3.608 2.255
O -2.527 3.669 1.902

The calculation puts the gap between HOMO and LUMO at 10.646 eV. The HOMO energy comes out at -14.1 eV. As for the net charge: +1. The energy above the lowest of the compared OMol25 structures with the same formula, charge and spin comes out at 159.7 kJ/mol. The multiplicity is 1.

4.
Density functional theory data (the ωB97M-V functional and the def2-TZVPD basis) for a molecular structure, C6H16GaINO6P2 in a non-equilibrium geometry.

Atoms and positions in Å:
C 3.253 1.459 0.796
C 3.254 0.263 -0.114
O 2.803 -0.833 0.637
C 2.327 -1.884 -0.158
C 0.817 -1.781 -0.467
O 0.398 -0.451 -0.429
Ga -1.403 -0.190 -0.020
C -1.653 1.852 0.267
C -0.779 2.633 -0.600
O 0.420 2.660 -0.585
I -1.761 3.955 -2.097
P -1.951 -1.477 1.879
N -1.896 -0.363 3.247
O -3.550 -1.938 1.757
P -2.754 -0.851 -1.870
O -1.720 -1.728 -2.897
O -3.150 0.540 -2.732
H 3.706 1.138 1.727
H 3.807 2.289 0.382
H 2.240 1.735 1.037
H 2.591 0.442 -0.951
H 4.261 0.111 -0.515
H 2.463 -2.788 0.428
H 2.905 -2.025 -1.068
H 0.695 -2.144 -1.489
H 0.271 -2.443 0.202
H -1.347 2.100 1.274
H -2.685 2.104 0.068
H -0.977 0.059 3.205
H -2.590 0.365 3.116
H -3.546 -2.848 2.047
H -1.729 -1.264 -3.740
H -2.719 1.304 -2.337

The calculation puts the gap between HOMO and LUMO at 6.126 eV. The HOMO energy comes out at -3.6 eV. As for the net charge: -1. The multiplicity is 1.

5.
Density functional theory data (the ωB97M-V functional and the def2-TZVPD basis) for a gas-phase ion, C4H9FNO (charge +1) in a non-equilibrium geometry.

Atoms and positions in Å:
N -1.645 -0.597 -0.444
C -0.664 0.438 -0.397
C -0.067 0.744 0.934
C 1.138 -0.218 1.113
O 1.508 -0.739 -0.161
C 0.921 -0.068 -1.212
F 1.501 1.174 -1.488
H -1.143 -1.347 -1.018
H -2.602 -0.416 -0.803
H -1.748 -1.065 0.563
H -0.922 1.288 -1.005
H -0.533 0.783 1.829
H 0.461 1.724 0.815
H 2.058 0.230 1.679
H 1.001 -1.162 1.693
H 0.736 -0.770 -2.100

The calculation puts the gap between HOMO and LUMO at 10.639 eV. The HOMO energy comes out at -14.7 eV. As for the SMILES: [NH3+][C@H]1CCO[C@@H]1F. As for the net charge: +1. The energy above the lowest of the compared OMol25 structures with the same formula, charge and spin comes out at 173.9 kJ/mol. The multiplicity is 1.

6.
Density functional theory data (the ωB97M-V functional and the def2-TZVPD basis) for 3 unconnected molecules or ions with the total composition C5H15N2O in a non-equilibrium geometry.

Atoms and positions in Å:
C 1.548 2.300 0.012
N -0.295 -0.091 0.965
C -1.436 0.290 0.253
C -2.327 -0.736 -0.539
O -3.682 0.110 -0.503
C 2.199 1.914 -1.118
N 1.467 -2.041 0.808
C 2.598 -1.327 0.237
H 1.042 1.539 0.726
H 1.568 3.367 0.351
H -0.539 -0.546 1.929
H -1.168 1.065 -0.510
H -2.159 0.767 0.991
H -2.520 -1.638 0.021
H -2.080 -0.920 -1.606
H -4.080 -0.280 -1.303
H 1.702 1.354 -1.894
H 3.219 2.074 -1.426
H 1.225 -2.755 0.073
H 0.718 -1.377 0.780
H 2.816 -0.381 0.868
H 3.548 -1.900 0.327
H 2.466 -0.963 -0.782

The calculation puts the gap between HOMO and LUMO (spin up / spin down) at 9.087 / 7.183 eV. The HOMO energy (spin up / spin down) comes out at -8.3 / -8.4 eV. As for the net charge: 0. The energy above the lowest of the compared OMol25 structures with the same formula, charge and spin comes out at 440.1 kJ/mol. The multiplicity is 2.

| no. | total energy (a.u.) |
| --- | --- |
| 1 | -4243.34853 |
| 2 | -531.55608 |
| 3 | -369.11668 |
| 4 | -3649.71169 |
| 5 | -387.34101 |
| 6 | -384.01043 |